Entry 1:
73
Properties=species:S:1:pos:R:3 method="wB97M-V/def2-TZVPD" e_above_lowest_kj_mol=68.9 homo_lumo_gap_ev=7.03 charge=+1
Hf 0.6480 -0.0061 -0.3250
C -1.6326 -1.6558 4.9770
C -0.4106 -2.4547 4.5312
N 0.5789 -1.6554 3.8117
C 0.4478 -1.2672 2.5401
S 1.8011 -0.3772 1.8648
N -0.6604 -1.6251 1.9168
N -0.7821 -1.2645 0.6205
C -1.8546 -1.6004 -0.0254
C -2.9383 -2.4133 0.5871
C -1.9546 -1.0819 -1.3955
C -3.1128 -1.1891 -2.1534
C -3.1517 -0.6187 -3.4139
C -2.0283 0.0321 -3.9046
C -0.9036 0.0933 -3.1056
N -0.8661 -0.4430 -1.8821
H -2.3574 -2.3246 5.4417
H -2.0980 -1.1762 4.1191
H -1.3528 -0.8942 5.7051
H -0.7170 -3.2735 3.8786
H 0.0943 -2.8783 5.3973
H 1.3938 -1.3295 4.3015
H -2.5444 -2.9441 1.4494
H -3.3510 -3.1235 -0.1292
H -3.7367 -1.7497 0.9271
H -3.9734 -1.7022 -1.7507
H -4.0521 -0.6822 -4.0101
H -2.0246 0.4884 -4.8834
H 0.0073 0.5744 -3.4405
C 0.4058 -3.9915 0.0395
C 1.6380 -3.4271 -0.5961
C 2.6757 -4.3358 -0.8829
C 3.8255 -3.9259 -1.4846
C 3.9607 -2.5778 -1.8596
C 5.0888 -2.0469 -2.5267
Br 6.5728 -3.1581 -2.9121
C 5.1274 -0.7378 -2.9119
C 4.0287 0.0870 -2.6532
Br 4.0367 1.8823 -3.2268
C 2.9052 -0.3697 -1.9938
O 1.8385 0.3967 -1.7983
C 2.8735 -1.7222 -1.5604
N 1.7356 -2.1340 -0.8990
H 0.4865 -5.0741 0.1010
H -0.4792 -3.7498 -0.5442
H 0.2761 -3.6088 1.0491
H 2.5400 -5.3751 -0.6212
H 4.6190 -4.6265 -1.7039
H 5.9917 -0.3399 -3.4237
C -1.4195 3.8605 -2.0897
C -0.4366 4.4803 -1.0973
C -0.4837 3.8795 0.3382
C 0.5437 4.6020 1.2272
C 0.6372 4.0048 2.6308
C -1.8815 4.0979 0.8936
O -2.2921 5.1790 1.2227
N -2.6914 2.9750 0.9605
C -2.3481 1.6711 0.6563
O -3.1734 0.7837 0.6859
N -1.0265 1.4384 0.3227
C -0.1425 2.4249 0.2378
O 1.0441 2.0500 0.0168
H -1.3168 4.3455 -3.0596
H -2.4529 3.9858 -1.7627
H -1.2293 2.7947 -2.2272
H -0.6425 5.5459 -0.9963
H 0.5846 4.3651 -1.4639
H 0.2400 5.6462 1.2876
H 1.5145 4.5505 0.7341
H -0.3295 4.0381 3.1375
H 1.3476 4.5737 3.2282
H 0.9808 2.9682 2.5989
H -3.6412 3.1165 1.2770

---

Entry 2:
74
Properties=species:S:1:pos:R:3 method="wB97M-V/def2-TZVPD" multiplicity=3 homo_lumo_gap_ev="7.15 / 7.24" charge=-1
V 0.3164 -1.3990 1.5365
Br 2.5014 2.6537 6.7005
C 2.2524 1.2070 5.5081
C 2.8727 -0.0120 5.7369
Br 3.9749 -0.2696 7.2509
C 2.6766 -1.0666 4.8335
Br 3.4704 -2.7641 5.0747
C 1.8830 -0.9084 3.7080
O 1.6708 -1.8688 2.8217
C 1.2119 0.3299 3.4925
O 0.4122 0.4012 2.4611
C 1.4244 1.3692 4.3918
Br 0.5142 2.9831 4.0181
N -1.0549 -2.1660 3.6591
C -2.0235 -1.0717 3.6596
C -2.3327 -0.6611 2.2219
O -3.1489 0.2073 1.9829
O -1.6525 -1.3080 1.3234
H -1.5136 -3.0572 3.5119
H -0.5313 -2.2235 4.5250
H -1.5784 -0.2004 4.1423
H -2.9672 -1.2877 4.1692
F 4.1918 1.5375 -1.0079
C 3.4974 0.3732 -0.9160
C 2.4657 0.2643 -0.0058
C 1.7421 -0.9206 0.0656
C 2.0806 -1.9954 -0.7774
C 3.1405 -1.8322 -1.6598
F 3.5339 -2.8393 -2.4835
C 3.8634 -0.6601 -1.7552
C 1.2624 -3.2187 -0.6561
C 1.2978 -4.3099 -1.5248
C 0.4319 -5.3668 -1.3245
C -0.4677 -5.3336 -0.2711
C -0.4531 -4.2210 0.5456
N 0.3898 -3.2082 0.3709
H 2.2422 1.0941 0.6545
H 4.6803 -0.5645 -2.4541
H 1.9818 -4.3135 -2.3564
H 0.4501 -6.2093 -2.0037
H -1.1717 -6.1340 -0.0930
H -1.1505 -4.1105 1.3665
C -1.8527 2.2844 -4.4983
C -0.6095 1.8537 -5.2705
C 0.7178 2.0755 -4.5438
C 1.0159 1.1046 -3.4070
N 0.1932 1.3180 -2.2367
C -0.6975 0.4357 -1.7420
S -1.1088 -1.0088 -2.5144
N -1.2968 0.7739 -0.5908
C -1.0852 1.9889 0.1799
C -1.7858 3.2267 -0.3848
C -3.2782 3.3076 -0.0695
C -4.1150 2.1911 -0.6858
H -2.7328 2.2572 -5.1415
H -1.7453 3.3065 -4.1270
H -2.0486 1.6314 -3.6512
H -0.5738 2.4057 -6.2145
H -0.6958 0.7960 -5.5341
H 0.7608 3.1042 -4.1661
H 1.5360 1.9854 -5.2650
H 2.0655 1.1922 -3.1075
H 0.8520 0.0748 -3.7289
H 0.4437 2.0948 -1.6476
H -1.9054 0.0629 -0.2029
H -0.0110 2.1658 0.2940
H -1.4379 1.7792 1.1896
H -1.6457 3.2671 -1.4705
H -1.2855 4.1077 0.0283
H -3.6495 4.2765 -0.4192
H -3.4095 3.3014 1.0169
H -3.9020 2.0848 -1.7522
H -5.1802 2.4022 -0.5749
H -3.9195 1.2345 -0.2052

---

Entry 3:
70
Properties=species:S:1:pos:R:3 method="wB97M-V/def2-TZVPD" e_above_lowest_kj_mol=59.4 homo_lumo_gap_ev=7.23
Sn 0.6976 0.0088 -0.6420
C 2.7221 -1.3757 3.6258
C 1.8831 -1.3633 2.3839
N 2.2478 -1.5363 1.1911
C 3.4818 -2.0198 0.6472
C 3.1983 -3.4406 0.0910
N 1.8374 -3.6160 -0.3846
C 1.5728 -4.2607 -1.6463
C 1.6730 -3.3816 -2.8993
N 0.8165 -2.2035 -2.8649
C -0.5800 -2.3292 -3.2560
C -1.5356 -2.8041 -2.1529
N -1.2254 -2.2200 -0.8689
C -2.1090 -2.0780 0.0303
C -3.5636 -2.4002 -0.1443
C -1.5832 -1.5862 1.3562
C -2.3452 -1.3684 2.4987
C -1.6831 -1.0538 3.6770
C -0.2972 -1.0125 3.7072
C 0.3826 -1.2281 2.5178
N -0.2655 -1.4593 1.3842
H 2.6190 -0.4222 4.1480
H 3.7733 -1.5277 3.3936
H 2.3932 -2.1639 4.3054
H 4.3262 -2.0579 1.3447
H 3.7491 -1.3519 -0.1756
H 3.4071 -4.1558 0.8978
H 3.9272 -3.6461 -0.7012
H 1.2279 -2.8324 -0.1990
H 0.5728 -4.7026 -1.5999
H 2.2600 -5.1032 -1.7720
H 1.4721 -4.0091 -3.7838
H 2.7033 -3.0245 -2.9868
H 1.2348 -1.4659 -3.4121
H -0.7135 -3.0002 -4.1189
H -0.9054 -1.3342 -3.5647
H -1.4592 -3.8906 -2.0306
H -2.5571 -2.5957 -2.4894
H -3.9576 -1.8152 -0.9779
H -4.1573 -2.1723 0.7352
H -3.6928 -3.4579 -0.3814
H -3.4220 -1.4436 2.4895
H -2.2507 -0.8680 4.5797
H 0.2320 -0.8137 4.6287
Cl 0.5845 1.4193 -3.4623
C -0.7167 2.5436 -3.1403
C -0.7323 3.7020 -3.8926
C -1.7402 4.6306 -3.6894
C -2.7146 4.3806 -2.7392
C -2.6736 3.2108 -1.9983
Cl -3.9368 2.9746 -0.8266
C -1.6735 2.2412 -2.1609
S -1.7360 0.7485 -1.2383
H 0.0445 3.8701 -4.6248
H -1.7633 5.5446 -4.2669
H -3.5118 5.0881 -2.5588
Br 2.8478 4.8426 0.4153
C 1.2849 4.7511 1.4856
C 0.9874 5.8641 2.2587
C -0.1204 5.8514 3.0907
C -0.9204 4.7202 3.1663
C -0.6035 3.6083 2.4066
C 0.4928 3.6097 1.5466
C 0.7066 2.3787 0.7130
O 0.4589 1.2567 1.2647
O 1.0504 2.4660 -0.4807
H 1.6264 6.7344 2.2045
H -0.3525 6.7275 3.6823
H -1.7867 4.7054 3.8143
H -1.2095 2.7126 2.4497